Density functional theory data (ωB97M-V/def2-TZVPD) for a 2-piece molecular cluster, C4H8ClNO overall.

```
15
Properties=species:S:1:pos:R:3:forces:R:3
C -1.11072 0.85220 -0.31293 0.171 1.670 -0.033
C -2.27872 1.56696 -0.97135 0.753 -0.461 -0.003
C 2.19327 -0.62694 1.03731 0.938 0.099 2.548
C 1.08711 -1.11091 0.26083 -4.408 0.082 -0.886
N -0.06620 0.49639 -0.77776 2.041 -1.370 -0.369
O 1.28478 -1.91751 -0.73300 0.496 -0.686 -2.080
Cl -1.43985 0.59488 1.58567 -0.420 -0.031 0.237
H -1.98563 1.85124 -2.03728 -0.607 -0.429 1.611
H -2.73656 2.36718 -0.37109 0.500 -0.195 -0.298
H -2.92667 0.70971 -0.89290 -1.249 0.020 -0.816
H 1.83882 0.19025 1.69912 0.255 -0.070 -0.861
H 3.05116 -0.38424 0.42503 0.062 0.314 -0.119
H 2.57726 -1.34791 1.84945 -0.786 0.342 -1.453
H 0.02695 -1.15752 0.55834 1.117 0.212 1.096
H 0.48501 -2.08379 -1.31944 1.137 0.504 1.427
```
Positions in Å, forces in eV/Å.

Properties
E_tot, Eh: -747.29063
Energy above the lowest of the compared OMol25 structures with the same formula, charge and spin, kcal/mol: 67.7
2S+1: 1
Max |F|, eV/Å: 4.5

---

Density functional theory data (ωB97M-V/def2-TZVPD) for an isolated ion of composition C4H9N2 and charge +1.

```
15
Properties=species:S:1:pos:R:3:forces:R:3
C -0.98519 0.56372 -0.71386 -1.007 -3.858 3.646
C 0.29805 1.03515 -0.10069 2.403 1.311 -0.795
C 0.18697 -0.15608 0.89587 1.873 -1.518 -3.837
C 1.40042 -1.18790 0.68387 -1.643 4.058 -1.216
N -1.07537 -0.54921 0.18533 -0.553 3.435 -3.047
N -1.91012 0.93088 -1.55978 1.854 1.131 -0.990
H 1.25382 0.92222 -0.78023 -1.994 0.186 1.088
H 0.36772 2.10701 0.31597 -0.608 -1.672 -0.666
H 0.08404 0.11820 1.86478 -0.682 0.758 2.993
H 1.40960 -1.28241 -0.42720 0.385 -0.481 0.869
H 1.01053 -2.03025 1.17176 0.811 -1.602 0.844
H 2.29325 -0.56951 1.01842 -0.811 -1.660 -0.003
H -1.84561 -1.25110 0.18128 1.207 0.594 0.524
H -1.63974 1.51260 -2.35997 -0.407 -0.047 0.663
H -2.84510 0.61445 -1.50562 -0.825 -0.634 -0.073
```
Positions in Å, forces in eV/Å.

Properties
E_tot, Eh: -267.03227
Energy above the lowest of the compared OMol25 structures with the same formula, charge and spin, kcal/mol: 42.1
SMILES: C[C@H]1CC(=[NH2+])N1
2S+1: 1
Net charge: +1
Max |F|, eV/Å: 5.4